The following is a DFT calculation (ωB97M-V with the def2-TZVPD basis set) of C14H42O7 as an isolated structure at a distorted geometry.

Last column: Mulliken charge in e.
Element x y z (Å)
C 0.49674 2.36682 -1.65418  0.55
C -0.16547 3.66169 -1.29372  -1.04
O -1.42720 3.34031 -0.81570  -0.74
H 1.49570 2.42007 -2.08702  0.44
H -0.14712 1.83187 -2.35229  0.43
H 0.60948 1.68582 -0.81061  -0.77
H -0.25692 4.32143 -2.15656  0.51
H 0.42829 4.14944 -0.52064  0.29
H -1.32339 2.75972 -0.05824  0.79
C 1.65482 -3.63553 -1.37567  -0.73
C 2.43046 -4.48213 -0.42393  -0.34
O 2.81944 -3.81655 0.73547  -0.46
H 0.74912 -3.23619 -0.91925  0.04
H 1.32547 -4.22900 -2.22855  0.45
H 2.25266 -2.76501 -1.64562  0.26
H 3.34958 -4.87651 -0.85726  0.37
H 1.90154 -5.38339 -0.11397  0.34
H 3.51332 -4.34872 1.13161  0.33
C 2.35290 0.33096 0.76307  -1.39
C 2.27139 -1.18863 0.79889  1.24
O 3.49350 -1.78022 0.57077  -0.83
H 1.43933 0.80527 1.12156  -0.48
H 2.52582 0.69645 -0.24917  0.30
H 3.18359 0.73126 1.34428  0.56
H 1.61118 -1.55297 0.01182  -0.79
H 1.88048 -1.51932 1.76114  0.10
H 3.27761 -2.71446 0.52411  0.46
C -0.28792 -0.19147 -1.50808  0.78
C -0.69049 -1.05065 -0.31824  0.81
O -0.31003 -0.28539 0.80348  -0.76
H 0.75387 0.12898 -1.49889  -0.06
H -0.87996 0.71301 -1.64772  -2.99
H -0.42217 -0.81259 -2.39367  0.82
H -0.10506 -1.96982 -0.29599  -0.51
H -1.75819 -1.26664 -0.35657  0.37
H -0.38698 -0.83988 1.58335  0.70
C -2.79996 1.06344 -2.18829  -0.89
C -3.55862 1.84993 -3.25661  -0.66
O -2.62901 2.23341 -4.24636  -0.54
H -2.44837 0.13066 -2.62920  0.40
H -3.42241 0.71211 -1.36535  0.24
H -1.89357 1.59269 -1.89425  0.84
H -4.08406 2.75939 -2.96523  0.32
H -4.32480 1.24817 -3.74543  0.37
H -2.39712 1.45190 -4.75338  0.30
C -0.45742 3.31812 1.98646  -1.54
C -0.17163 1.91186 1.53593  1.20
O -0.92500 1.67950 0.37924  -0.49
H 0.23866 3.65366 2.75522  0.41
H -1.46879 3.44360 2.37309  0.39
H -0.46057 3.96527 1.10937  0.24
H -0.53979 1.24199 2.31299  -0.84
H 0.89925 1.79664 1.36846  0.57
H -0.90081 0.74091 0.17909  0.08
C -0.63664 -0.68719 3.95701  -1.12
C -1.02178 -1.91482 3.12025  -0.32
O -0.38421 -1.77173 1.87928  -0.40
H 0.44862 -0.66424 4.05594  0.30
H -1.18804 -0.57612 4.89069  0.44
H -0.78609 0.24318 3.40915  0.54
H -2.07627 -1.96590 2.84907  0.32
H -0.72571 -2.84728 3.60083  0.38
H 0.05851 -2.60743 1.71433  0.44

Cartesian forces (eV/Å) of the 6 atoms listed first:
C 1.4 -0.1 -0.8
C 0.2 -0.3 0.1
O -2.0 4.9 -3.1
H 0.1 0.5 -0.3
H 0.6 0.8 -0.4
H 0.2 1.2 -0.4

Results
Highest occupied orbital energy = -8.07 eV
LUMO = -0.135 eV
Frontier orbital gap = 7.94 eV
Energy above the lowest of the compared OMol25 structures with the same formula, charge and spin = 13.631 eV
Calculated total energy = -1084.76076 a.u.